[1]
Entry from the Open Molecules 2025 dataset: an isolated ion of composition C10H22N3OS and charge +1 (wB97M-V/def2-TZVPD).

Last column: Mulliken charge in e.
Element x y z (Å)
C 4.38604 1.56713 0.00552  -1.1256
C 3.94550 0.33668 0.78039  -0.3803
N 2.64309 -0.17489 0.29958  0.5335
C 2.70384 -0.87024 -0.99767  -0.5113
C 1.26920 -0.95688 -1.54835  -0.9501
N 0.27827 -0.99973 -0.48362  -0.0047
C -0.37633 0.19942 -0.16817  0.2058
S 0.39313 1.68390 -0.22495  -0.4851
N -1.63791 0.10496 0.21113  0.0121
C -2.48395 -1.06418 0.18229  -0.4908
C -3.85725 -0.64873 -0.34880  -0.7278
O -4.29720 0.42770 0.44467  -0.3309
C -5.58413 0.89167 0.09998  -0.7449
C 0.76355 -1.75928 0.64957  -0.5983
C 1.97618 -1.04407 1.29451  -0.7658
H 5.28538 1.97069 0.46113  0.4046
H 4.61577 1.34114 -1.03173  0.3354
H 3.61790 2.33612 0.03656  0.3013
H 4.68843 -0.46150 0.70416  0.3225
H 3.82628 0.59969 1.83328  0.3767
H 1.97101 0.68415 0.12333  -0.2166
H 3.33389 -0.31040 -1.68657  0.3392
H 3.14214 -1.85994 -0.84844  0.3472
H 1.15661 -1.86526 -2.14715  0.3984
H 1.05049 -0.10008 -2.18672  0.4944
H -2.13362 0.95352 0.46828  0.3458
H -2.03346 -1.83009 -0.45032  0.3871
H -2.60624 -1.44804 1.20077  0.2692
H -4.55211 -1.49711 -0.28370  0.4269
H -3.78315 -0.34143 -1.40357  0.3696
H -5.80424 1.71344 0.77682  0.2460
H -6.33283 0.10312 0.22400  0.2948
H -5.60942 1.24918 -0.93500  0.3212
H 1.04252 -2.75051 0.28630  0.4203
H -0.02958 -1.87839 1.38705  0.3333
H 1.64943 -0.41520 2.12480  0.4191
H 2.69373 -1.77664 1.67142  0.4278

As for the frontier orbital gap: 9.72 eV. The energy relative to the best compared isomer or geometry (same formula, charge and spin) comes out at 1.7 kcal per mole. As for the largest force on an atom: 0.7 eV/Å. Its spin multiplicity is 1. The net charge is +1. The HOMO energy comes out at -12.2138 eV.

=====

[2]
Entry from the Open Molecules 2025 dataset: a 3-piece molecular cluster, C2H9N3S overall at a distorted geometry (wB97M-V/def2-TZVPD).

Last column: Mulliken charge in e.
Element x y z (Å)
C 2.00500 0.23048 -1.62890  -0.7059
C 1.90076 -0.79402 0.51936  -0.3478
N -1.47460 1.04629 0.25825  -0.4483
N -1.79598 -1.30458 1.10527  -0.4417
N 1.94322 0.19770 -0.25639  -0.3739
S -2.01571 -0.33712 -0.07344  0.3761
H 1.07911 -0.34668 -2.08663  0.2354
H 2.14461 1.28151 -1.98024  0.2513
H 2.95314 -0.14479 -2.11221  0.3200
H 1.61452 -0.57685 1.49785  0.3286
H -4.09099 1.84097 1.63080  0.2142
H 1.89233 -1.84061 0.25184  0.2905
H -0.59397 1.28582 0.68760  0.2699
H -1.98583 -2.28847 1.10636  0.2454
H -3.57559 1.75038 1.08049  -0.2138

As for the frontier orbital gap: 8.74 eV. The energy relative to the best compared isomer or geometry (same formula, charge and spin) comes out at 32.0 kcal per mole. As for the largest force on an atom: 3.8 eV/Å. Its spin multiplicity is 1. The HOMO energy comes out at -9.2581 eV.

=====

> largest force on an atom of number 1 (C10H22N3OS)?

0.7 eV/Å

=====

> The lowest frontier orbital gap belongs to which entry?

C2H9N3S